The following is a quantum chemistry calculation of 2 unconnected molecules or ions with the total composition C3H10NO2, from the OMol25 dataset.

XYZ file:
```
16
Properties=species:S:1:pos:R:3:forces:R:3
C -0.1273 -0.5250 2.2194 -2.817 0.167 0.157
C -0.2113 2.1504 -1.8518 3.908 -1.300 -0.030
C -0.7477 -0.0681 -1.0686 0.005 -1.228 1.050
N 0.5285 -0.7949 -1.4577 -0.471 3.569 -0.686
O -1.8382 -0.8990 -1.2515 2.639 0.036 -1.453
O -0.8776 1.1488 -1.4216 -2.076 -0.387 -0.259
H 0.3657 -1.4351 2.1145 1.364 -1.463 -0.539
H -0.5104 -0.1560 1.2202 -0.503 -0.870 1.273
H 0.5097 0.2658 2.4608 1.242 0.957 1.107
H -0.7491 3.0408 -1.8816 -0.422 1.394 -0.196
H 0.9128 1.9512 -1.8922 -1.614 1.081 -0.163
H -0.8637 -0.7943 3.0781 0.769 1.180 -1.822
H 0.8145 -0.5300 -2.4282 0.488 0.073 0.810
H 0.2023 -1.6790 -1.5483 -1.196 -4.139 -0.284
H 1.2656 -0.8167 -0.7437 0.009 0.531 -0.290
H -2.5245 -0.6699 -0.6626 -1.325 0.399 1.325
```
Forces are in eV/Å.

Properties
* total charge: +1
* F_max: 4.32 eV/A
* energy relative to the best compared isomer or geometry (same formula, charge and spin): 569.6 kJ/mol
* highest occupied orbital energy (spin up / spin down): -12.59 / -12.86 eV
* frontier orbital gap (spin up / spin down): 8.2090 / 8.8443 eV